The following is a quantum chemistry calculation of a molecular structure, C27H45AlCaCl4F5LiN2O9SiV, from the Open Molecules 2025 dataset.

## Properties
Multiplicity ... 1
LUMO level ... -6.97 eV
Net charge ... +1

```
97
C27H45AlCaCl4F5LiN2O9SiV | the Open Molecules 2025 dataset | the ωB97M-V functional and the def2-TZVPD basis
C 3.027 1.321 -1.803
C 2.949 -0.020 -1.016
C 1.713 -0.836 -1.412
O 1.657 -1.090 -2.578
O 0.811 -1.222 -0.459
C -0.415 -1.692 -1.109
C -1.546 -1.967 -0.070
Si -3.258 -1.686 -0.906
C -4.491 -1.584 0.551
C -4.899 -0.086 0.798
C -5.878 0.463 -0.293
C -5.204 1.676 -1.018
C -5.801 1.922 -2.447
O -4.985 2.754 -3.218
C -3.917 2.036 -3.819
N -3.783 -3.060 -1.893
C -3.444 -3.059 -3.123
C -3.683 -4.371 -3.905
C -2.866 -1.890 -3.938
H 2.565 2.137 -1.219
H 2.549 1.193 -2.785
H 4.072 1.592 -2.017
H 3.819 -0.617 -1.392
H 3.055 0.116 0.075
H -0.271 -2.612 -1.688
H -0.765 -0.849 -1.729
H -1.415 -3.003 0.278
H -1.410 -1.261 0.771
H -3.322 -0.370 -1.563
H -5.406 -2.082 0.174
H -4.118 -2.093 1.452
H -5.437 -0.037 1.759
H -3.975 0.518 0.853
H -6.797 0.877 0.153
H -6.196 -0.309 -1.011
H -4.114 1.552 -1.132
H -5.355 2.620 -0.467
H -6.098 0.990 -2.959
H -6.760 2.508 -2.251
H -4.296 1.393 -4.638
H -3.378 1.372 -3.118
H -3.193 2.778 -4.185
H -4.304 -4.095 -4.779
H -4.325 -5.024 -3.294
H -2.736 -4.847 -4.193
H -3.511 -0.996 -3.929
H -1.824 -1.632 -3.690
H -2.845 -2.211 -4.996
Li 2.508 -0.068 1.448
F -10.623 2.314 -1.586
Al -9.775 0.951 -0.823
F -10.755 -0.424 -0.658
F -9.172 1.451 0.692
F -8.453 0.524 -1.845
O 4.204 -1.600 -5.724
V 4.844 -1.064 -4.253
O 5.395 -0.520 -2.684
C -1.617 -6.487 1.729
C -2.676 -7.189 2.542
O -3.129 -6.160 3.420
C -2.854 -4.970 2.834
O -3.248 -3.921 3.224
O -2.064 -5.129 1.736
H -1.548 -6.868 0.712
H -0.630 -6.536 2.194
H -3.516 -7.529 1.932
H -2.283 -8.034 3.103
Cl -8.750 3.075 -2.296
F 5.595 -0.195 1.842
C 6.256 -1.193 1.106
C 6.961 -0.824 -0.018
C 7.615 -1.804 -0.749
C 7.542 -3.131 -0.346
C 6.819 -3.480 0.789
C 6.172 -2.502 1.527
H 6.996 0.217 -0.324
H 8.177 -1.533 -1.631
H 8.048 -3.895 -0.920
H 6.759 -4.515 1.098
H 5.609 -2.752 2.420
C 5.433 2.754 4.042
Cl 6.071 3.650 2.592
Cl 6.568 2.907 5.403
Cl 3.835 3.307 4.465
H 5.348 1.680 3.786
Ca 6.961 1.469 3.020
C 4.498 7.844 3.991
C 5.017 6.481 3.908
N 5.451 5.419 3.843
H 5.334 8.544 4.015
H 3.872 8.065 3.127
H 3.907 7.963 4.897
C 7.847 9.714 5.145
O 8.822 10.147 5.913
H 8.038 8.758 4.580
H 6.872 9.486 5.645
H 7.523 10.390 4.316
```